Arrangement one

ORCA calculation (ωB97M-V with the def2-TZVPD basis set) on an isolated molecule of CH4N2O.

The SMILES is [H]/N=C/NO. The orbital gap comes out at 9.93 eV. Its charge is 0. The LUMO energy is 0.37 eV.

CARTESIAN COORDINATES (ANGSTROEM)
H: 2.29 -0.37 0.04
N: 1.60 0.23 -0.34
C: 0.49 -0.44 -0.10
N: -0.52 0.43 0.22
O: -1.66 -0.21 -0.40
H: 0.47 -1.32 0.62
H: -0.15 1.35 -0.22
H: -2.52 0.35 0.17

Arrangement two

ORCA calculation (ωB97M-V with the def2-TZVPD basis set) on an isolated molecule of CH4N2O.

The SMILES is [H]/N=C/ON. The orbital gap comes out at 10.46 eV. Its charge is 0. The LUMO energy is 0.86 eV.

CARTESIAN COORDINATES (ANGSTROEM)
H: -2.46 -0.52 -0.23
N: -1.87 0.10 0.26
C: -0.64 0.03 0.00
O: 0.29 0.60 0.66
N: 1.58 0.43 0.18
H: -0.40 -0.47 -0.96
H: 1.38 -0.03 -0.70
H: 2.12 -0.14 0.80

Most stable pick: arrangement two. Distance to second place: 120.1 kJ/mol.

Arrangement one

ORCA calculation (ωB97M-V with the def2-TZVPD basis set) on a cluster of 14 separate species, H28O14 in total.

The orbital gap comes out at 9.85 eV. Its charge is 0. The LUMO energy is -0.41 eV.

CARTESIAN COORDINATES (ANGSTROEM)
O: 1.76 -0.23 -2.20
H: 2.25 -0.82 -2.78
H: 0.87 -0.54 -2.22
O: 2.50 -2.24 -0.25
H: 3.39 -2.27 -0.52
H: 2.42 -1.29 -0.18
O: -0.16 2.19 -1.79
H: 0.16 1.92 -0.93
H: 0.23 1.58 -2.41
O: -0.73 -0.96 -2.45
H: -0.78 -1.73 -1.96
H: -1.36 -0.36 -2.11
O: 2.62 2.10 -0.92
H: 2.60 1.29 -1.42
H: 2.52 1.87 0.00
O: -2.59 1.78 -2.71
H: -1.69 1.92 -2.32
H: -2.41 2.01 -3.65
O: -2.05 2.92 0.14
H: -2.38 3.04 -0.72
H: -2.82 2.99 0.69
O: -0.25 -2.31 0.19
H: 0.64 -2.43 -0.14
H: -0.62 -3.19 0.15
O: -2.53 0.35 2.50
H: -2.68 0.25 1.58
H: -2.32 -0.56 2.74
O: -2.62 -0.34 -0.13
H: -3.07 -0.20 -0.95
H: -2.78 -1.25 0.06
O: 3.00 0.25 2.16
H: 2.52 1.11 2.00
H: 3.15 0.26 3.08
O: 0.06 0.52 0.47
H: 0.32 -0.33 0.78
H: -0.74 0.42 -0.03
O: 0.71 -2.51 2.61
H: 0.41 -2.35 1.72
H: 0.90 -3.46 2.65
O: 0.35 0.09 3.44
H: 1.23 -0.06 3.10
H: -0.03 0.57 2.70

Arrangement two

ORCA calculation (ωB97M-V with the def2-TZVPD basis set) on a cluster of 14 separate species, H28O14 in total.

The orbital gap comes out at 8.42 eV. Its charge is 0. The LUMO energy is -0.12 eV.

CARTESIAN COORDINATES (ANGSTROEM)
H: 0.42 0.09 -0.96
H: -0.64 0.34 0.10
H: 2.24 1.20 2.25
H: 0.96 1.89 1.81
H: -2.27 0.94 3.96
H: -2.55 0.53 5.40
H: 0.78 0.43 -5.46
H: 0.45 1.74 -4.76
H: -3.96 -1.73 0.22
H: -3.36 -2.67 -0.82
H: 2.32 -2.58 -1.70
H: 1.73 -1.24 -2.12
H: -2.48 -4.59 1.86
H: -1.35 -3.57 1.98
H: -2.51 2.88 3.86
H: -3.52 3.02 2.73
H: 1.23 -3.92 -0.01
H: 2.48 -3.36 0.66
H: 5.35 -0.41 2.27
H: 4.05 0.04 1.63
H: 1.58 1.84 -0.13
H: 0.70 2.93 -0.72
H: -2.17 -1.98 -4.03
H: -2.59 -2.21 -2.59
H: 2.18 1.79 -3.81
H: 2.15 0.74 -2.72
H: -1.59 3.72 -0.09
H: -1.70 3.03 1.26
O: -0.24 0.74 -0.68
O: 1.91 2.02 1.88
O: -2.59 0.20 4.50
O: 1.15 1.09 -4.86
O: -3.14 -1.92 -0.26
O: 2.05 -1.72 -1.34
O: -1.56 -4.44 1.62
O: -2.62 2.74 2.91
O: 1.56 -3.59 0.84
O: 4.91 -0.34 1.42
O: 1.60 2.58 -0.74
O: -2.28 -1.52 -3.20
O: 2.48 1.62 -2.92
O: -1.14 3.63 0.76

Most stable pick: arrangement one. Distance to second place: 223.9 kJ/mol.

Arrangement one

ORCA calculation (ωB97M-V with the def2-TZVPD basis set) on a cluster of 2 separate species, C2H5NO2P in total.

The orbital gap comes out at 6.55 eV. Its charge is -1. The LUMO energy is 3.69 eV.

CARTESIAN COORDINATES (ANGSTROEM)
C: 2.46 1.22 0.29
C: 2.01 0.06 -0.20
N: -2.58 -0.25 -0.24
O: -2.55 0.28 0.89
O: -2.62 0.37 -1.34
P: -2.74 -1.88 -0.35
H: 3.57 1.37 0.37
H: 1.69 1.83 0.51
H: 0.91 -0.01 -0.33
H: 2.48 -0.84 -0.58
H: -2.64 -2.15 0.98

Arrangement two

ORCA calculation (ωB97M-V with the def2-TZVPD basis set) on the ion C2H5NO2P with charge -1.

The SMILES is C=C[P@](N)(=O)[O-]. The orbital gap comes out at 9.21 eV. Its charge is -1. The LUMO energy is 4.31 eV.

CARTESIAN COORDINATES (ANGSTROEM)
C: -1.15 1.52 0.51
C: -1.05 0.33 -0.11
P: 0.63 -1.09 0.43
N: 1.43 -1.14 -1.10
O: -0.04 -2.40 0.74
O: 1.58 -0.42 1.39
H: -1.98 2.20 0.30
H: -0.20 2.01 1.02
H: -2.03 0.17 -0.53
H: 2.09 -0.40 -1.01
H: 0.72 -0.78 -1.65

Most stable pick: arrangement two. Distance to second place: 505.0 kJ/mol.

Arrangement one

ORCA calculation (ωB97M-V with the def2-TZVPD basis set) on a cluster of 2 separate species, C5H13N2O2 in total.

The orbital gap comes out at 8.12 eV. Its charge is +1. The LUMO energy is -4.34 eV.

CARTESIAN COORDINATES (ANGSTROEM)
C: -0.07 0.77 0.17
C: -1.61 -0.73 -0.82
C: -0.66 2.06 0.56
C: 1.31 0.83 -0.36
C: 2.02 -0.59 -0.30
N: -2.85 -0.39 -0.45
N: -1.05 -1.71 0.16
O: 3.34 -0.29 -0.33
O: 1.77 -1.39 0.75
H: -1.74 2.05 0.68
H: -0.19 2.29 1.55
H: -0.32 2.91 0.05
H: 0.90 1.06 -1.39
H: 1.98 1.58 0.02
H: 1.77 -1.14 -1.22
H: -3.48 -0.75 0.26
H: -3.12 0.30 -1.15
H: -0.31 -0.97 0.45
H: -0.74 -2.49 -0.43
H: -1.61 -1.77 1.10
H: 3.91 -0.82 -0.93
H: 2.25 -1.03 1.48

Arrangement two

ORCA calculation (ωB97M-V with the def2-TZVPD basis set) on a cluster of 3 separate species, C5H13N2O2 in total.

The orbital gap comes out at 9.73 eV. Its charge is +1. The LUMO energy is -2.96 eV.

CARTESIAN COORDINATES (ANGSTROEM)
C: -0.41 1.77 -0.50
C: 1.29 -0.94 -0.01
C: 0.18 1.92 0.89
C: -0.86 2.72 -1.33
C: -1.62 -2.26 -0.11
N: 1.46 -1.40 1.16
N: 2.14 -0.48 -0.89
O: -1.52 -1.55 0.95
O: -2.82 -2.75 -0.50
H: -0.16 2.74 1.46
H: 0.02 0.98 1.52
H: 1.32 1.92 0.63
H: -0.98 3.74 -0.89
H: -1.11 2.47 -2.28
H: 0.30 -1.04 -0.38
H: 2.42 -1.35 1.59
H: 0.76 -2.02 1.57
H: -0.39 0.77 -0.77
H: 1.80 -0.03 -1.79
H: 3.12 -0.45 -0.62
H: -2.35 -1.42 1.55
H: -2.59 -3.34 -1.24

Most stable pick: arrangement two. Distance to second place: 308.4 kJ/mol.